1.
DFT (wB97M-V/def2-TZVPD) results for a 13-piece molecular cluster, C16H58N10O13 overall at a distorted geometry.

Last column: Löwdin charge in e.
Atoms and positions in Å:
O: -0.0093 8.1617 28.8224  -0.130
O: 0.9936 5.6307 27.9122  -0.116
O: 1.6626 3.0759 26.6947  -0.144
O: 3.0790 -0.4451 30.4877  -0.129
O: -2.3450 -0.6421 29.5044  -0.082
O: -3.0553 5.4631 31.1520  -0.136
O: 4.3039 6.6847 31.5220  -0.137
O: 1.4808 -1.9120 26.0561  -0.205
O: 0.8078 4.3416 32.1867  -0.122
O: 1.2808 2.2027 29.2456  -0.067
O: -1.0276 3.0601 28.2374  -0.125
O: 4.5104 4.0240 32.3625  -0.120
O: 5.2585 5.0551 28.9433  -0.144
N: 3.0971 2.3185 30.6603  0.176
N: 2.4940 4.1750 29.7669  0.208
N: -0.7971 6.0844 30.6103  0.196
N: 5.2645 8.7796 31.2480  0.143
N: 5.4435 2.6590 28.8403  0.181
N: -2.3838 7.1131 29.6560  0.136
N: 1.8678 -0.5986 27.9280  0.141
N: 5.6255 7.4470 29.5842  0.141
N: 6.9483 3.7560 27.7818  0.188
N: 0.7848 0.4202 26.2665  0.190
C: 2.2544 2.8909 29.8648  -0.603
C: 1.5729 6.4077 26.8568  -0.295
C: 1.1074 5.1117 33.3259  -0.126
C: 3.0186 6.4284 27.0717  -0.087
C: 1.1303 8.5750 29.5366  -0.312
C: 1.3400 -0.6737 26.7586  -0.597
C: 3.0000 2.7618 26.4717  -0.149
C: 3.7845 -0.1769 32.7711  -0.077
C: -0.9928 -0.4822 29.5623  -0.204
C: 5.8718 3.8031 28.5113  -0.515
C: 5.8003 3.5535 32.2602  -0.159
C: 2.7413 -0.7442 31.8443  -0.278
C: -2.0697 6.1962 30.5218  -0.642
C: 5.0389 7.6083 30.7703  -0.582
C: 1.6112 7.8089 30.6804  -0.095
C: -2.1156 2.9672 29.1383  -0.154
H: 5.4852 1.8507 28.2160  0.152
H: -0.1130 6.5720 30.0933  0.034
H: 6.4803 7.9425 29.3222  0.116
H: 5.6361 9.6203 30.7913  0.133
H: -0.0095 5.7079 27.9898  0.141
H: 1.8052 -0.1169 31.9223  0.139
H: 1.9361 6.7781 30.4284  0.077
H: -0.4131 5.3425 31.1951  0.090
H: 7.5937 2.9696 27.8917  0.138
H: -0.4145 -1.2950 29.2404  0.057
H: -0.5719 0.3748 29.0495  0.057
H: -3.4026 7.3861 29.6332  0.144
H: 3.3077 4.6308 30.2170  0.106
H: 4.5197 2.7783 29.2709  0.079
H: 0.6967 4.5428 34.1389  0.081
H: 3.7596 2.8317 31.2016  0.057
H: 0.8854 7.7923 31.4795  0.082
H: 1.9966 8.7716 28.7488  0.144
H: 5.0649 8.9221 32.2428  0.132
H: 3.3462 5.4312 27.2718  0.035
H: 3.0628 2.0250 25.6780  0.088
H: 3.4956 2.5080 27.3921  0.043
H: -0.6271 -0.4736 30.5368  0.059
H: 6.6828 4.2003 32.4878  0.107
H: 5.7906 2.6492 32.9029  0.088
H: 3.0090 1.3024 30.7930  0.074
H: 2.1677 5.1250 33.5624  0.080
H: 5.9676 3.2499 31.2138  0.056
H: 2.4551 8.3578 31.0930  0.074
H: 0.7650 6.0825 33.3186  0.049
H: 0.7320 1.3466 26.7636  0.104
H: 4.6619 -0.7903 32.7634  0.070
H: 1.3569 7.4779 26.8836  0.096
H: 0.4236 0.4189 25.3668  0.089
H: 5.6543 6.4219 29.2844  0.023
H: 4.6089 4.9268 32.3828  -0.005
H: -2.7532 2.0814 29.1337  0.067
H: 3.4860 3.6854 26.0542  0.088
H: 3.2516 7.0446 27.9767  0.077
H: 1.3169 6.1522 25.8788  0.104
H: 1.6787 4.1284 31.8223  0.045
H: -1.8341 3.2468 30.1415  0.065
H: 3.5377 6.9346 26.2981  0.082
H: 2.5610 -1.7625 32.0384  0.101
H: 3.8873 -0.9302 30.2413  0.115
H: -1.7264 7.8093 29.2970  0.073
H: 1.7977 0.1103 28.6667  0.073
H: 3.3967 0.0540 33.7884  0.098
H: -2.8251 -0.5381 30.3505  0.104
H: -0.1965 8.7419 28.0741  0.117
H: 0.9142 9.5951 29.7729  0.105
H: 1.5753 3.7938 27.3410  0.039
H: 1.9291 4.7967 29.2186  0.065
H: -0.2450 2.7055 28.6177  -0.033
H: 7.3432 4.4948 27.2670  0.107
H: -2.8444 3.7182 28.8066  0.075
H: 2.1530 -1.5424 28.2301  0.121
H: 4.0239 0.8790 32.5082  0.058

The value obtained for the calculated total energy is -59046.9093 eV. As for the lowest unoccupied orbital energy: -0.23 eV. The calculation puts the energy above the lowest of the compared OMol25 structures with the same formula, charge and spin at 184.24 kcal per mole.

2.
DFT (wB97M-V/def2-TZVPD) results for one molecule with the formula C5H6N2 at a distorted geometry.

Last column: natural (NBO) charge in e.
Atoms and positions in Å:
N: -2.2028 2.1829 0.5490  -0.478
N: 0.2252 1.3748 0.6446  -0.521
C: -1.3099 1.4192 0.4451  0.281
C: 0.4263 0.1334 0.2000  0.345
C: -1.4334 -1.0380 -1.0334  -0.315
C: -0.8958 -0.2579 -0.1010  -0.190
C: 1.6735 -0.6532 0.3551  -0.679
H: 1.5791 -1.3222 1.2146  0.263
H: -0.8378 -1.5531 -1.7836  0.192
H: -2.5098 -1.1284 -1.1230  0.218
H: 0.9057 2.1308 0.6320  0.410
H: 2.5376 -0.0101 0.5241  0.233
H: 1.8420 -1.2782 -0.5235  0.240

The value obtained for the calculated total energy is -8257.9890 eV. As for the lowest unoccupied orbital energy (alpha / beta): -0.65 / -0.65 eV. The calculation puts the energy above the lowest of the compared OMol25 structures with the same formula, charge and spin at 100.76 kcal per mole.

3.
DFT (wB97M-V/def2-TZVPD) results for C17H28NO2P2PbTe as an isolated structure at a distorted geometry.

Last column: natural (NBO) charge in e.
Atoms and positions in Å:
Pb: -0.1797 0.9744 0.1098  0.593
Te: -0.2534 -1.3538 1.6699  0.385
P: 1.9086 -1.5419 0.4968  1.216
P: -2.8268 1.1075 -0.9960  0.972
O: -0.6978 4.1306 -2.2854  -0.946
O: 4.2926 3.1076 -3.0187  -0.929
N: -0.4444 -0.6614 -1.8369  -0.543
C: -1.5726 -1.0727 -2.4069  0.215
C: 0.4501 0.9018 3.8207  -0.251
C: 0.7464 0.4017 6.1685  -0.183
C: 0.2741 -0.4488 3.5566  -0.235
C: 0.3468 -1.3904 4.5813  -0.240
C: 0.7935 -2.0498 -3.3422  -0.240
C: 0.7655 -1.2499 -2.1508  0.239
C: -3.1310 2.2341 -2.3701  -0.945
C: -2.8548 -0.5483 -1.8176  -0.745
C: -1.6225 -2.0355 -3.4129  -0.267
C: -4.3736 1.0654 -0.0784  -0.946
C: 2.5828 -3.2036 0.7261  -1.004
C: 3.1441 -0.3890 1.2001  -0.956
C: 1.8174 -1.1137 -1.2283  -0.941
C: 0.6896 1.3173 5.1288  -0.183
C: -0.3917 -2.4610 -3.9267  -0.149
C: 0.5993 -0.9598 5.8953  -0.192
H: -3.6381 -0.5014 -2.5795  0.244
H: -2.6198 -2.3867 -3.6979  0.231
H: -4.3746 0.1833 0.5761  0.250
H: -3.1958 -1.2607 -1.0527  0.249
H: 4.1487 -0.7894 1.0876  0.266
H: 0.2346 -2.4484 4.3530  0.232
H: 3.1130 0.5488 0.6666  0.259
H: -2.3487 2.1696 -3.1317  0.255
H: 4.1835 2.6423 -2.1635  0.464
H: 0.2630 4.3565 -2.0574  0.482
H: 2.3712 -3.6483 1.7192  0.261
H: 2.7505 -0.6733 -1.6075  0.266
H: 1.7575 -2.2306 -3.8092  0.232
H: -0.6599 3.7876 -3.1804  0.471
H: 0.9599 0.7239 7.1989  0.235
H: 3.4391 3.0767 -3.4329  0.466
H: -4.0992 1.9654 -2.8015  0.234
H: -3.1495 3.2547 -1.9703  0.270
H: -4.4312 1.9930 0.5033  0.257
H: 0.6182 -1.6957 6.6992  0.233
H: 2.9697 -0.1835 2.2481  0.264
H: -5.1860 1.0168 -0.8115  0.243
H: 0.7780 2.3659 5.3421  0.228
H: 2.1401 -3.9073 -0.0125  0.272
H: 3.6784 -3.2598 0.5919  0.268
H: -0.4305 -3.1764 -4.7347  0.233
H: 0.2196 1.6960 -1.4503  -0.318
H: 0.4458 1.6204 3.0244  0.229

The value obtained for the calculated total energy is -54777.7383 eV. As for the lowest unoccupied orbital energy: -3.16 eV. The calculation puts the energy above the lowest of the compared OMol25 structures with the same formula, charge and spin at 96.61 kcal per mole. The net charge is +1.

4.
DFT (wB97M-V/def2-TZVPD) results for a 2-piece molecular cluster, C5H7ClN2O2S overall at a distorted geometry.

Last column: natural (NBO) charge in e.
Atoms and positions in Å:
Cl: 2.1878 1.9111 -0.6606  -0.042
S: 3.2655 -2.6416 0.9185  0.104
O: -2.9603 -0.7127 -0.4127  -0.467
O: 0.0717 0.6595 -0.0018  -0.520
N: 1.6111 0.5420 1.5890  -0.696
N: 2.7342 -1.7396 -0.1855  -0.418
C: 1.2714 0.8886 0.4738  0.552
C: -2.2450 0.3398 0.1086  0.042
C: 2.2642 -0.8491 -0.8317  0.067
C: -0.8528 -0.0945 0.6356  -0.093
C: -2.5047 0.2942 -1.2941  -0.125
H: -2.7612 1.0014 0.6489  0.173
H: 1.7606 -0.4907 -1.6518  0.247
H: -3.2788 1.0594 -1.5172  0.196
H: 2.5250 0.8022 1.8697  0.378
H: -0.6136 -1.1448 0.4358  0.203
H: -0.8675 0.1112 1.7498  0.205
H: -1.6076 0.0636 -1.8743  0.195

The value obtained for the calculated total energy is -35726.2251 eV. As for the lowest unoccupied orbital energy: 0.09 eV. The calculation puts the energy above the lowest of the compared OMol25 structures with the same formula, charge and spin at 73.39 kcal per mole. Its structure (SMILES) is [H]/N=C(\Cl)OC[C@H]1CO1.C#[N+][S-].

5.
DFT (wB97M-V/def2-TZVPD) results for one molecule with the formula C4H6N2O at a distorted geometry.

Last column: natural (NBO) charge in e.
Atoms and positions in Å:
O: -1.9609 0.1733 1.1915  -0.656
N: 0.1334 -0.0962 -1.6829  -0.402
N: -0.0241 0.9625 0.2498  -0.504
C: 1.8039 -0.2087 0.2628  -0.628
C: 0.8493 0.5980 -0.7673  0.179
C: -1.1522 0.2798 0.1203  0.419
C: -1.1054 -0.2677 -1.1592  -0.177
H: 0.2989 1.4999 1.0322  0.417
H: 1.8943 -1.1749 -0.2106  0.237
H: 2.7258 0.3185 0.4541  0.218
H: -1.8980 -0.8139 -1.6531  0.206
H: -2.7026 -0.3988 0.9715  0.494
H: 1.3608 -0.4412 1.2725  0.198

The value obtained for the calculated total energy is -9270.0589 eV. As for the lowest unoccupied orbital energy: 0.52 eV. The calculation puts the energy above the lowest of the compared OMol25 structures with the same formula, charge and spin at 79.40 kcal per mole. Its structure (SMILES) is Cc1ncc(O)[nH]1.

Question: Which of these has the lowest calculated total energy?
Answer: C16H58N10O13